Entry 1:
The following is a quantum chemistry calculation of 14 unconnected molecules or ions with the total composition C36H66Cl24NO6, from the OMol25 dataset.

The geometry in ORCA input format:
```
! RIJCOSX wB97M-V def2-TZVPD def2/J DEFGRID3
* xyz -1 1
C -0.228 -0.478 3.135
O -0.451 0.222 1.916
C 0.741 0.370 1.217
C 0.393 0.711 -0.197
N -0.109 -0.441 -0.919
H 0.571 -1.164 -1.020
H -1.319 -1.427 -0.290
C -0.709 -0.186 -2.190
C 0.328 0.493 -2.996
O 1.555 -0.194 -3.124
C 2.442 0.548 -3.914
H -1.199 -0.557 3.634
H 0.506 0.064 3.746
H 0.139 -1.487 2.952
H 1.304 -0.584 1.092
H 1.409 1.051 1.779
H 1.296 1.096 -0.702
H -0.405 1.466 -0.276
H -1.655 0.370 -2.079
H -0.939 -1.108 -2.749
H 0.640 1.445 -2.518
H -0.020 0.793 -3.999
H 2.515 1.600 -3.548
H 2.127 0.610 -4.961
H 3.428 0.075 -3.812
C 0.201 -4.211 1.826
C -0.593 -4.675 2.922
C -2.122 -4.099 2.970
O -2.707 -4.443 3.917
C -2.506 -3.173 1.918
C -1.670 -2.785 0.999
C -0.229 -3.326 0.923
O 0.492 -2.885 -0.041
O -2.047 -1.904 0.108
O -0.285 -5.406 3.788
H 1.228 -4.634 1.793
H -3.550 -2.817 1.918
Cl -1.880 3.329 -3.482
C -3.507 3.739 -3.981
C -4.448 4.083 -2.859
Cl -3.959 5.677 -2.080
H -3.981 2.909 -4.504
H -3.465 4.584 -4.674
H -4.395 3.391 -2.022
H -5.499 4.213 -3.168
Cl 3.969 -0.343 -0.718
C 5.556 -0.292 0.181
C 6.666 -0.699 -0.700
Cl 6.700 -2.575 -0.799
H 5.473 -1.005 1.001
H 5.703 0.716 0.571
H 7.629 -0.503 -0.247
H 6.650 -0.300 -1.717
Cl -3.795 1.260 2.935
C -2.550 2.354 3.494
C -3.197 3.697 3.581
Cl -1.989 4.870 4.041
H -1.694 2.322 2.832
H -2.250 2.045 4.487
H -4.025 3.667 4.293
H -3.621 3.945 2.610
Cl 4.541 -6.187 -1.188
C 3.225 -5.171 -0.503
C 3.158 -3.822 -1.064
Cl 2.715 -3.786 -2.788
H 3.387 -5.059 0.565
H 2.274 -5.687 -0.655
H 4.074 -3.242 -0.947
H 2.353 -3.319 -0.514
Cl 2.060 -2.400 5.197
C 3.054 -3.876 5.132
C 3.156 -4.622 6.466
Cl 1.646 -5.377 6.924
H 4.037 -3.528 4.863
H 2.632 -4.523 4.359
H 3.444 -4.020 7.318
H 3.778 -5.506 6.424
Cl -5.461 0.561 -1.925
C -4.763 0.383 -0.240
C -5.168 -0.898 0.406
Cl -6.946 -0.911 0.748
H -5.041 1.237 0.383
H -3.671 0.368 -0.285
H -4.612 -0.945 1.334
H -4.909 -1.752 -0.222
Cl -3.657 -0.718 -7.149
C -3.296 -1.942 -5.914
C -3.707 -1.399 -4.564
Cl -3.220 -2.552 -3.285
H -2.237 -2.225 -5.970
H -3.904 -2.845 -6.102
H -4.787 -1.273 -4.516
H -3.199 -0.446 -4.401
Cl 2.294 5.062 -5.218
C 3.018 4.965 -6.839
C 3.608 3.668 -7.167
Cl 2.318 2.445 -7.342
H 3.779 5.733 -6.937
H 2.218 5.203 -7.541
H 4.312 3.284 -6.433
H 4.084 3.748 -8.140
Cl -2.250 3.485 0.139
C -1.543 5.082 0.400
C -0.724 5.497 -0.750
Cl 0.858 4.619 -0.809
H -0.978 5.077 1.325
H -2.377 5.799 0.463
H -0.506 6.531 -0.489
H -1.269 5.450 -1.703
Cl -5.811 -1.691 6.379
C -4.282 -0.955 5.715
C -3.243 -0.932 6.767
Cl -1.818 -0.008 6.277
H -4.531 0.079 5.498
H -3.950 -1.473 4.824
H -2.847 -1.937 6.923
H -3.578 -0.526 7.719
Cl 1.555 1.837 6.158
C 2.048 3.379 7.005
C 3.509 3.423 7.056
Cl 4.194 2.180 8.139
H 1.570 3.422 7.994
H 1.666 4.212 6.409
H 3.762 4.398 7.459
H 3.980 3.296 6.083
Cl 0.361 -1.226 -6.468
C 1.507 -2.521 -5.873
C 2.924 -2.345 -6.293
Cl 3.136 -2.399 -8.026
H 1.159 -3.460 -6.283
H 1.411 -2.517 -4.790
H 3.593 -3.064 -5.820
H 3.223 -1.348 -5.997
*
```

Calculated total energy ... -352719.0441 eV
HOMO ... -0.1772 hartree

These are the Mulliken partial charges, in e, on atoms 1 to 2: atom 1 (C): 0.040, atom 2 (O): 0.722

=====

Entry 2:
The following is a quantum chemistry calculation of 7 unconnected molecules or ions with the total composition C36H66FN2O22S, from the OMol25 dataset.

The geometry in ORCA input format:
```
! RIJCOSX wB97M-V def2-TZVPD def2/J DEFGRID3
* xyz 1 1
C 6.206 -1.121 5.513
C 6.507 -2.428 4.662
C 5.978 -2.317 3.168
C 4.394 -2.136 3.222
C 3.924 -0.727 2.654
C 2.880 -0.099 3.630
C 1.837 -0.922 4.270
C 0.882 -0.174 5.156
N 0.930 1.128 5.404
N 1.869 1.791 4.786
S 1.860 3.530 5.121
O 1.399 4.194 3.925
O 0.861 3.800 6.192
F 3.295 4.036 5.643
C 2.853 1.366 3.940
C 3.911 2.257 3.242
C 5.368 2.119 3.888
C 6.141 3.460 3.575
O 5.952 4.003 2.526
O 7.059 3.997 4.459
H 6.431 -1.354 6.589
H 6.849 -0.255 5.212
H 5.120 -0.845 5.470
H 6.002 -3.282 5.190
H 7.619 -2.601 4.701
H 6.213 -3.313 2.700
H 6.482 -1.480 2.613
H 4.090 -2.285 4.290
H 3.950 -2.977 2.631
H 3.354 -0.933 1.701
H 4.762 -0.043 2.399
H 1.760 -2.019 4.109
H 0.094 -0.813 5.627
H 4.021 1.845 2.200
H 3.624 3.326 3.113
H 5.327 1.880 4.980
H 5.970 1.308 3.402
H 7.751 3.337 4.664
C -2.689 -3.223 -0.144
C -1.740 -2.307 -0.892
O -1.890 -0.947 -0.457
C -1.310 -0.645 0.701
O -0.670 -1.397 1.400
O -1.574 0.639 0.978
C -1.087 1.057 2.246
H -3.715 -2.859 -0.225
H -2.640 -4.237 -0.543
H -2.447 -3.260 0.919
H -1.983 -2.323 -1.955
H -0.703 -2.634 -0.792
H -0.023 0.830 2.353
H -1.663 0.579 3.040
H -1.220 2.135 2.319
C -0.417 6.497 5.751
C -1.626 5.960 6.489
O -2.705 6.902 6.469
C -3.395 6.958 5.325
O -3.196 6.290 4.341
O -4.333 7.901 5.452
C -5.089 8.135 4.263
H -0.132 7.478 6.139
H 0.423 5.809 5.848
H -0.628 6.629 4.688
H -1.372 5.802 7.538
H -1.949 4.998 6.086
H -5.512 7.209 3.873
H -4.461 8.615 3.511
H -5.905 8.809 4.517
C -1.019 -2.719 -8.252
C -0.349 -2.997 -6.922
O -0.314 -1.814 -6.108
C -1.460 -1.503 -5.497
O -2.491 -2.122 -5.559
O -1.272 -0.363 -4.817
C -2.453 0.139 -4.191
H -0.545 -1.871 -8.750
H -0.961 -3.592 -8.903
H -2.071 -2.461 -8.118
H 0.688 -3.291 -7.095
H -0.834 -3.819 -6.391
H -2.926 -0.619 -3.567
H -3.150 0.501 -4.950
H -2.168 0.977 -3.557
C 1.504 -7.693 -12.116
C 0.300 -7.905 -11.220
O 0.700 -8.315 -9.904
C 1.152 -7.343 -9.110
O 1.239 -6.174 -9.397
O 1.517 -7.898 -7.944
C 2.113 -6.981 -7.031
H 2.138 -8.582 -12.123
H 1.189 -7.473 -13.137
H 2.119 -6.865 -11.761
H -0.316 -8.710 -11.622
H -0.327 -7.012 -11.170
H 1.477 -6.110 -6.872
H 3.094 -6.678 -7.398
H 2.242 -7.492 -6.078
C -4.068 0.746 7.387
C -2.980 -0.306 7.475
O -3.429 -1.453 8.201
C -4.219 -2.292 7.519
O -4.561 -2.166 6.370
O -4.581 -3.282 8.339
C -5.508 -4.205 7.764
H -4.443 0.993 8.382
H -3.690 1.654 6.914
H -4.918 0.386 6.806
H -2.129 0.100 8.026
H -2.617 -0.594 6.485
H -5.143 -4.595 6.814
H -6.478 -3.725 7.633
H -5.621 -5.035 8.459
C -1.088 3.130 -6.022
C -1.591 2.383 -7.243
O -2.728 3.043 -7.812
C -2.456 4.125 -8.550
O -1.360 4.570 -8.779
O -3.615 4.641 -8.974
C -3.475 5.863 -9.701
H -1.897 3.283 -5.304
H -0.282 2.576 -5.536
H -0.710 4.117 -6.291
H -1.922 1.386 -6.947
H -0.805 2.254 -7.989
H -2.767 5.756 -10.522
H -3.163 6.662 -9.028
H -4.450 6.114 -10.114
*
```

Calculated total energy ... -99970.5160 eV
HOMO ... -0.4350 hartree

These are the Mulliken partial charges, in e, on atoms 1 to 2: atom 1 (C): -0.530, atom 2 (C): -0.748